# 1
The following is a quantum chemistry calculation of a structure of composition C39H38N7O8PSY, from OMol25.

Element x y z (Å)
1 Y 0.210800 -0.219500 -0.221300
2 S -0.726300 -0.858300 -2.713900
3 P 2.495400 1.685800 -0.486700
4 O -1.462500 -0.379600 -3.862000
5 O -0.959700 2.106300 -1.790700
6 O -0.247800 -2.245300 -2.914100
7 O 0.978300 -4.022900 -1.313200
8 O -0.749200 -0.755200 1.872200
9 O -1.577200 -0.825700 -1.469600
10 O 0.471200 -0.021800 -2.389000
11 O 1.524700 -2.019300 -0.842400
12 N 0.707000 -2.935200 -0.869200
13 N -1.105700 2.029400 2.123500
14 N -1.659900 -3.939200 -1.698100
15 N -2.575000 -2.831200 1.632400
16 N -0.374100 -2.762400 -0.145300
17 N -1.176800 1.665400 0.879700
18 N -2.462800 -3.541800 0.424600
19 C -0.572300 1.276100 3.082000
20 C -2.169400 2.366600 0.204000
21 C 5.527800 -1.434900 0.835500
22 C -2.103800 2.526300 -1.199600
23 C 3.841100 1.909300 -2.912200
24 C 3.876900 3.915900 -1.572000
25 C -0.377600 3.311400 4.471500
26 C 5.020300 3.878900 -3.673900
27 C 6.015800 -0.321700 0.155000
28 C 0.207800 -0.264200 5.300800
29 C 5.152600 0.705800 -0.176000
30 C 0.989800 3.838800 0.034400
31 C -0.279100 1.919200 4.328900
32 C 3.632500 2.761400 2.552700
33 C 2.030100 3.103900 0.609300
34 C -4.242000 3.647700 -1.152200
35 C 4.612000 2.569800 -3.861200
36 C 3.333900 -0.417200 1.006000
37 C -0.127600 -0.883400 4.142200
38 C -3.154100 3.154500 -1.856900
39 C 0.883400 5.278000 1.929100
40 C 4.218500 -1.482900 1.249200
41 C -0.479800 -0.152300 2.963200
42 C 1.991500 -0.371600 1.507700
43 C 3.455500 0.484200 -3.117900
44 C 0.424700 3.162700 6.735500
45 C 3.468700 2.599100 -1.747300
46 C -0.785200 2.406500 -3.166300
47 C -3.283700 2.862000 0.889100
48 C 0.507300 1.797500 6.624400
49 C 4.652900 4.553600 -2.523900
50 C -1.487500 -3.390100 -0.494900
51 C -0.039600 3.919300 5.655500
52 C 3.817300 0.661000 0.219200
53 C 0.412500 4.911400 0.679200
54 C 0.150300 1.148300 5.432700
55 C 1.922700 4.568800 2.500000
56 C -4.304600 3.510300 0.223600
57 C 2.513200 3.479500 1.864400
58 H -5.148100 3.895800 0.778000
59 H 7.053800 -0.280300 -0.145100
60 H 3.592500 4.444500 -0.674400
61 H -5.043600 4.135100 -1.689200
62 H -2.611300 -4.129100 -1.975500
63 H 0.442800 6.110400 2.460800
64 H -3.135200 3.267900 -2.928400
65 H -2.962000 -1.900400 1.434700
66 H 5.517800 1.546600 -0.754200
67 H -0.916000 3.482300 -3.340000
68 H 1.778300 -1.191600 2.198400
69 H -1.055600 -3.442900 -2.414600
70 H 3.244500 1.911400 3.114000
71 H 3.940600 -0.148400 -2.373700
72 H 4.905400 2.042400 -4.759900
73 H -0.133100 4.991900 5.761000
74 H -1.627900 -2.641900 1.967500
75 H 2.379100 0.338400 -2.997300
76 H 2.291500 4.861800 3.473400
77 H -0.056600 -1.957400 4.054400
78 H 4.974000 5.573000 -2.361300
79 H 4.134800 3.425200 3.253100
80 H 0.643300 3.545000 -0.946900
81 H 4.354000 2.385100 1.833600
82 H 0.533300 -0.844700 6.152700
83 H -1.463100 1.816200 -3.788700
84 H 5.628600 4.368500 -4.421900
85 H 0.710500 3.654600 7.655900
86 H 3.844900 -2.346700 1.780900
87 H 1.758100 0.595000 1.968000
88 H 0.852900 1.200500 7.457400
89 H 6.188800 -2.265500 1.042800
90 H 3.749200 0.141300 -4.107900
91 H -0.403200 5.450100 0.219500
92 H -3.313600 2.714900 1.959400
93 H -0.741000 3.879100 3.628100
94 H 0.233000 2.101700 -3.397200
95 H -3.348300 -3.896200 0.089200

Forces on the atoms, in the same order (eV/Å):
-0.3385 0.9729 2.4558
-1.1904 -0.9622 -2.2250
0.7789 0.6040 0.5675
0.1634 0.1147 0.1843
-0.4148 0.0960 0.3949
0.0082 0.7157 -0.7343
0.3833 -0.5045 -0.5917
0.1197 0.1089 0.5049
-0.1205 0.2876 -0.2976
-0.0887 -0.0624 -0.6194
0.5763 0.6747 -0.2234
1.4744 -2.6154 0.4290
-0.7216 0.6021 -1.6849
-0.1804 -0.0437 -0.0884
0.0320 0.2356 0.1825
-1.0075 1.0678 1.5209
0.7329 -0.5034 1.6161
-0.3247 0.1775 -0.2436
0.5851 -1.2627 -0.0136
-0.7402 0.6963 -0.5052
0.0311 0.0154 -0.0361
0.0563 0.1210 0.5612
0.0377 0.1691 -0.0022
-0.0284 -0.0844 0.0884
-0.1395 0.1399 0.1156
0.0356 0.0634 -0.0232
0.2070 0.0466 -0.0999
-0.1285 -0.3367 -0.3832
-0.0507 0.1007 0.1434
0.1254 -0.0430 -0.0007
0.1021 -0.0330 0.2913
0.0564 -0.0010 -0.0041
-0.2263 -0.1792 -0.1664
-0.0349 -0.0362 0.1371
0.0350 0.0025 -0.0162
0.3505 0.4437 0.0497
0.1693 -0.1341 0.4874
0.1220 -0.0314 -0.2017
0.0358 0.0048 -0.0149
-0.0832 -0.0054 -0.0090
-0.3888 0.6287 -0.5600
0.2584 0.0018 0.1506
-0.1498 -0.1947 -0.0340
0.0660 -0.0466 0.1988
-0.2627 -0.0629 -0.3043
0.1329 0.1811 -0.4005
0.3582 -0.1681 -0.1233
0.0216 0.0434 0.0349
0.0837 0.1189 -0.0284
-0.3569 -0.7604 -0.4375
-0.0821 0.0204 -0.1140
-0.1604 -0.4304 -0.1015
-0.0509 0.1641 -0.0155
-0.0393 0.5071 -0.1445
0.0078 0.1017 0.0249
-0.1215 0.1293 -0.0920
0.0190 -0.0709 -0.0628
-0.0813 0.0080 0.0174
0.0476 0.0158 -0.0493
-0.0051 0.0788 0.0525
-0.0422 0.0159 -0.0461
0.0539 0.0096 0.0760
-0.0405 0.0578 0.0305
0.0854 -0.0179 -0.1016
0.3585 -0.3176 -0.0610
0.0062 -0.0198 -0.0324
0.0483 -0.0949 0.0676
-0.1186 0.1142 -0.1129
-0.4228 -0.3370 0.1732
0.0383 -0.1464 0.0334
0.0476 -0.1142 -0.0195
-0.0090 -0.0557 -0.0369
0.0067 0.0744 -0.0459
-0.2094 -0.0158 -0.1334
0.1822 -0.0320 -0.1015
0.0456 -0.0021 0.1061
-0.0442 -0.1314 -0.0465
0.0057 0.0760 0.0042
0.0371 0.0525 0.0732
-0.1441 0.0118 -0.0236
0.0741 -0.0142 0.1146
0.0324 -0.0960 0.0846
0.0626 0.1638 0.1375
0.0300 0.0362 -0.0602
0.0004 -0.0056 0.0391
-0.0230 -0.0912 0.1038
0.0303 -0.0293 0.1656
0.0337 -0.0573 0.0833
0.0501 -0.0754 0.0363
0.0011 -0.0433 -0.0536
-0.0767 0.0435 -0.0680
-0.0594 -0.0130 -0.0142
0.0593 0.0631 0.0066
-0.0739 0.0880 -0.0349
0.2785 0.0163 0.1001

* max |F|: 3.03 eV/Å
* M: 884.7 g/mol
* orbital gap: 5.928 eV
* total charge: -1
* energy above the lowest of the compared OMol25 structures with the same formula, charge and spin: 1.5456 eV

Mulliken atomic charge list, values in e, 2 entries:
1. Y -0.293
2. S 1.562



# 2
The following is a quantum chemistry calculation of the ion C7H14N3O3 with charge -1, from OMol25.

Element x y z (Å)
1 O 1.836729 2.114787 -0.502102
2 O 2.841622 0.090701 -0.561422
3 O -2.947032 0.109880 -0.002839
4 N 1.818377 0.840531 -0.354853
5 N 0.642648 0.358413 0.102106
6 N -1.590091 -0.113635 -0.265407
7 C 1.368267 -1.718200 1.361689
8 C -1.091864 1.965419 1.037227
9 C 0.470807 -1.090851 0.237028
10 C 0.812192 -1.798927 -1.054536
11 C -0.937702 -1.142643 0.548533
12 C -0.802080 1.720318 -1.554440
13 C -0.794974 1.066952 -0.197248
14 H 1.800646 -1.454805 -1.393438
15 H -0.393850 2.722810 1.097881
16 H -1.409221 -2.251327 0.437384
17 H -0.464251 1.106774 -2.329863
18 H -0.190157 2.610324 -1.729297
19 H 1.185449 -2.856248 1.300568
20 H 0.863718 -1.373671 2.224053
21 H -1.132017 1.252781 1.901818
22 H 2.387911 -1.505609 1.267856
23 H -0.091993 -1.478853 -1.596976
24 H -2.019215 2.557676 0.853575
25 H -1.777004 2.087087 -1.665806
26 H 0.871471 -2.822644 -0.803374
27 H -1.258385 -0.997041 1.641881

Forces on the atoms, in the same order (eV/Å):
0.5299 -2.9862 0.1362
-2.4999 1.9088 0.8144
0.7037 0.0153 0.2433
0.5784 1.9733 -0.1910
0.4554 0.4776 -0.7039
-0.2593 -1.9430 -0.4148
-2.9352 -1.6284 -1.1744
-1.8268 -1.5907 -1.0812
3.5219 -0.5389 0.6425
-0.6864 1.5793 -0.2135
-4.8046 -1.9062 1.7314
1.1958 1.8903 0.9135
1.8998 0.2106 0.9473
-0.7785 -0.2203 -0.3554
2.1574 1.2034 0.5124
0.9843 2.4454 -0.5853
-0.0973 -1.5744 -1.0537
0.2180 0.0991 0.8982
0.4100 1.6709 0.1771
0.2963 0.3136 1.6057
-0.2063 1.1654 -0.5251
1.3835 0.4457 -0.0162
0.7189 -0.7262 -1.1204
0.1562 -1.1339 0.3604
-1.7571 -0.0603 -0.5565
-0.2727 -1.3225 -0.2827
0.9148 0.2323 -0.7082

* max |F|: 5.45 eV/Å
* M: 188.2 g/mol
* orbital gap: 5.732 eV
* total charge: -1
* energy above the lowest of the compared OMol25 structures with the same formula, charge and spin: 0.2918 eV

natural (NBO) atomic charge list, values in e, 2 entries:
1. O -0.472
2. O -0.484



# 3
The following is a quantum chemistry calculation of a structure of composition C3H2Cl2, from OMol25.

Element x y z (Å)
1 Cl -0.577594 -2.464777 -0.138814
2 Cl 3.127228 -0.007167 0.080800
3 C 0.017740 -0.897032 0.393302
4 C 0.357895 0.094048 -0.612942
5 C 1.600566 -0.012151 -0.416711
6 H -0.256962 0.627676 -1.369628
7 H -0.337581 -0.434701 1.320667

Forces on the atoms, in the same order (eV/Å):
0.3777 0.6284 0.4167
1.1871 0.1045 -0.1057
1.5729 1.4285 -0.8265
-3.2480 0.9741 -2.5217
-0.5277 -2.0228 2.6886
0.3655 -0.1833 0.4317
0.2725 -0.9294 -0.0830

* max |F|: 4.23 eV/Å
* M: 109.0 g/mol
* orbital gap: 8.627 eV
* energy above the lowest of the compared OMol25 structures with the same formula, charge and spin: 2.3684 eV

natural (NBO) atomic charge list, values in e, 2 entries:
1. Cl -0.021
2. Cl 0.194